This record from the Open Molecules 2025 dataset describes a structure of composition C44H57Br27FNO2 at a distorted geometry. The level of theory is wB97M-V/def2-TZVPD.

Atoms and positions in Å:
C  13.76  -2.32  1.02
C  13.00  -1.09  0.18
C  11.47  -0.79  0.73
C  10.88  0.62  0.10
C  10.27  0.32  -1.43
C  8.78  -0.36  -1.20
C  7.58  0.73  -1.52
C  7.78  2.18  -0.72
C  6.61  3.25  -1.13
C  5.61  3.67  0.13
C  4.02  3.50  -0.27
C  3.01  4.45  0.66
C  1.43  3.91  0.61
C  0.34  5.09  0.97
C  -1.07  4.49  1.59
C  -2.42  5.11  0.82
C  -3.29  3.78  0.35
C  -3.57  3.33  -1.20
C  -4.41  1.95  -1.64
C  -4.66  1.54  -3.21
C  -3.40  1.82  -4.21
N  -2.88  3.04  -4.56
C  -4.96  1.03  -0.39
C  -4.73  1.51  1.19
C  -3.91  2.87  1.61
C  -5.33  0.60  2.46
O  -4.80  0.57  3.68
C  -6.72  -0.25  2.08
C  -7.89  -0.59  3.22
C  -9.27  -1.44  2.85
C  -9.46  -1.97  1.31
C  -8.32  -1.63  0.18
C  -8.61  -2.23  -1.35
C  -7.87  -3.73  -1.36
C  -8.95  -4.97  -1.53
F  -8.30  -6.20  -0.98
C  -6.96  -0.77  0.53
C  -5.78  -0.40  -0.57
O  -5.53  -1.32  -1.51
H  14.29  -1.89  1.99
H  12.95  -3.11  1.32
H  14.62  -2.76  0.34
H  12.89  -1.40  -0.96
H  13.64  -0.09  0.20
H  11.54  -0.77  1.91
H  10.82  -1.73  0.42
H  11.73  1.44  0.01
H  9.99  1.00  0.78
H  11.02  -0.37  -2.01
H  10.19  1.32  -2.07
H  8.72  -1.28  -1.94
H  8.68  -0.82  -0.11
H  6.54  0.30  -1.13
H  7.45  0.88  -2.68
H  7.86  1.95  0.43
H  8.82  2.67  -1.03
H  6.00  2.75  -2.02
H  7.14  4.19  -1.59
H  5.88  4.79  0.44
H  5.93  2.99  1.03
H  3.76  2.34  -0.14
H  3.94  3.79  -1.42
H  3.39  4.41  1.78
H  3.09  5.56  0.24
H  1.34  2.96  1.31
H  1.23  3.55  -0.49
H  0.14  5.80  0.06
H  0.81  5.76  1.83
H  -1.03  3.32  1.40
H  -1.10  4.65  2.75
H  -3.05  5.77  1.60
H  -2.13  5.82  -0.06
H  -3.12  4.04  -2.05
H  -5.55  2.23  -3.59
H  -5.02  0.43  -3.37
H  -2.91  0.86  -4.74
H  -2.09  2.95  -5.24
H  -3.73  3.17  2.73
H  -7.80  -0.22  4.34
H  -10.10  -1.68  3.67
H  -10.43  -2.58  1.03
H  -8.10  -1.56  -2.17
H  -9.76  -2.38  -1.55
H  -7.28  -3.91  -0.33
H  -7.08  -3.83  -2.21
H  -9.12  -5.09  -2.71
H  -9.95  -4.81  -0.95
C  17.53  -1.39  1.16
Br  16.52  -0.07  0.14
Br  19.41  -1.39  0.69
Br  17.26  -1.19  3.08
H  17.13  -2.37  0.88
C  -8.17  -5.30  4.66
Br  -9.63  -6.53  5.02
Br  -6.94  -6.00  3.33
Br  -8.81  -3.52  4.19
H  -7.60  -5.20  5.59
C  8.59  -3.10  -4.65
Br  8.73  -1.52  -5.78
Br  9.96  -3.13  -3.28
Br  6.81  -3.31  -3.91
H  8.77  -3.97  -5.30
C  -12.22  -5.95  -4.36
Br  -12.79  -4.53  -3.16
Br  -10.56  -5.50  -5.27
Br  -12.09  -7.66  -3.44
H  -12.99  -6.05  -5.13
C  6.29  8.17  -1.31
Br  5.26  7.06  -2.53
Br  5.76  7.90  0.54
Br  8.20  7.94  -1.56
H  6.06  9.21  -1.56
C  -11.67  -2.23  7.51
Br  -11.80  -1.52  5.70
Br  -13.34  -3.05  8.09
Br  -10.16  -3.45  7.70
H  -11.48  -1.38  8.18
C  -2.81  -2.61  0.83
Br  -1.68  -1.84  2.21
Br  -3.87  -1.25  -0.07
Br  -1.80  -3.69  -0.43
H  -3.52  -3.28  1.33
C  0.29  0.45  -3.67
Br  -1.30  1.55  -3.84
Br  1.80  1.47  -2.97
Br  -0.04  -1.15  -2.62
H  0.57  0.12  -4.67
C  -13.29  -4.33  3.12
Br  -13.03  -5.84  4.31
Br  -14.48  -2.99  3.89
Br  -11.60  -3.56  2.55
H  -13.78  -4.72  2.22

Properties
* molecular weight: 2808.351 Da
* orbital gap: 6.40 eV
* maximum force: 8.21 eV/A

This record from the Open Molecules 2025 dataset describes a structure of composition C20H60AsF6O10 at a distorted geometry. The level of theory is wB97M-V/def2-TZVPD.

Atoms and positions in Å:
As  -9.57  18.24  -0.20
F  -10.04  18.99  1.36
F  -10.83  19.16  -1.09
F  -9.09  17.50  -1.73
F  -8.24  17.43  0.71
F  -10.69  16.93  0.13
F  -8.44  19.61  -0.57
C  -9.31  13.70  4.82
C  -9.83  15.06  4.41
C  -9.68  15.36  2.89
O  -11.20  15.08  4.68
H  -8.22  13.67  4.77
H  -9.61  12.92  4.13
H  -9.65  13.46  5.83
H  -9.34  15.89  4.92
H  -8.69  15.08  2.51
H  -9.75  16.42  2.62
H  -10.38  14.84  2.23
H  -11.57  14.30  4.26
C  -13.50  18.84  0.85
C  -14.18  17.83  1.80
C  -13.48  16.47  1.82
O  -14.09  18.35  3.10
H  -12.56  19.25  1.21
H  -14.07  19.74  0.63
H  -13.30  18.40  -0.12
H  -15.21  17.68  1.47
H  -12.52  16.52  2.32
H  -13.27  16.19  0.79
H  -14.06  15.76  2.41
H  -14.45  19.24  3.08
C  -7.64  23.00  -2.75
C  -6.70  21.77  -2.75
C  -5.45  21.95  -3.51
O  -6.46  21.46  -1.41
H  -7.19  23.90  -2.34
H  -8.58  22.78  -2.24
H  -7.73  23.33  -3.78
H  -7.28  20.97  -3.21
H  -4.80  21.09  -3.40
H  -4.98  22.86  -3.12
H  -5.60  22.17  -4.57
H  -7.12  20.81  -1.16
C  -4.56  14.53  1.25
C  -5.68  15.21  0.44
C  -6.95  14.40  0.37
O  -5.89  16.43  1.21
H  -3.62  15.08  1.23
H  -4.29  13.59  0.77
H  -4.83  14.30  2.27
H  -5.29  15.49  -0.54
H  -6.87  13.61  -0.38
H  -7.78  14.97  -0.05
H  -7.32  13.83  1.22
H  -6.67  16.92  0.94
C  -10.41  18.49  -4.27
C  -11.07  19.58  -5.03
C  -10.99  20.90  -4.26
O  -10.54  19.81  -6.27
H  -9.34  18.63  -4.15
H  -10.63  17.56  -4.80
H  -10.83  18.37  -3.28
H  -12.14  19.39  -5.07
H  -9.92  21.05  -4.10
H  -11.44  20.78  -3.27
H  -11.50  21.70  -4.79
H  -10.76  20.69  -6.57
C  -11.19  22.32  0.08
O  -11.89  21.37  -0.74
H  -11.62  23.31  -0.06
H  -11.25  21.87  1.07
H  -10.15  22.25  -0.24
H  -11.40  20.55  -0.84
C  -12.06  14.66  -1.98
O  -11.04  14.38  -0.97
H  -12.10  13.96  -2.81
H  -13.06  14.63  -1.55
H  -11.97  15.72  -2.24
H  -10.89  15.09  -0.35
C  -11.01  19.91  4.61
O  -10.82  18.68  4.05
H  -10.16  20.18  5.23
H  -11.25  20.71  3.90
H  -11.81  19.82  5.34
H  -10.30  18.84  3.26
C  -5.84  17.73  -2.41
O  -6.86  17.07  -3.09
H  -4.83  17.34  -2.58
H  -5.81  18.80  -2.59
H  -5.95  17.51  -1.35
H  -7.63  16.95  -2.53
C  -7.39  20.55  2.39
O  -6.55  21.25  3.26
H  -6.96  20.63  1.39
H  -7.37  19.50  2.65
H  -8.40  20.95  2.27
H  -5.78  20.68  3.40

Properties
* molecular weight: 649.600 Da
* ΔE to the lowest compared entry with this formula, charge and spin: 56.2 kJ/mol
* orbital gap: 9.74 eV
* maximum force: 3.34 eV/A
* total charge: -1

This record from the Open Molecules 2025 dataset describes a cluster of 2 separate species, C5H8N2S in total at a distorted geometry. The level of theory is wB97M-V/def2-TZVPD.

Atoms and positions in Å:
C  1.98  0.18  0.05
C  0.24  -1.08  0.57
C  -0.10  -0.06  -0.28
C  -0.34  -2.32  1.17
C  -1.51  2.49  -1.46
N  0.92  0.70  -0.57
N  1.60  -0.87  0.75
S  -2.46  1.13  -0.71
H  2.90  0.78  0.08
H  -0.43  -3.01  0.33
H  0.34  -2.78  1.89
H  -1.30  -2.20  1.61
H  -2.20  3.42  -1.74
H  -0.93  2.12  -2.25
H  -0.86  3.02  -0.70
H  2.15  -1.51  1.25

Properties
* molecular weight: 128.200 Da
* ΔE to the lowest compared entry with this formula, charge and spin: 366.9 kJ/mol
* orbital gap (spin up / spin down): 7.55 / 7.45 eV
* maximum force: 3.94 eV/A

This record from the Open Molecules 2025 dataset describes a structure of composition C20H23ClN2O5S at a distorted geometry. The level of theory is wB97M-V/def2-TZVPD.

Atoms and positions in Å:
C  -1.08  5.86  2.21
H  -0.02  5.98  2.11
H  -1.43  6.18  1.16
O  -1.37  4.53  2.22
C  -0.94  3.82  1.15
C  -1.27  2.43  1.57
C  -0.92  1.49  0.78
C  0.05  1.79  -0.56
C  0.39  3.13  -0.72
C  -0.16  4.06  0.18
H  0.32  4.99  0.13
H  1.06  3.37  -1.55
S  0.46  0.67  -1.78
O  -0.51  -0.29  -2.16
O  1.49  1.22  -2.67
N  1.38  -0.52  -0.57
C  1.88  0.02  0.43
C  2.71  1.17  0.38
C  3.42  1.59  1.32
C  3.25  1.07  2.77
C  2.61  -0.01  2.74
C  1.99  -0.67  1.90
H  1.41  -1.63  1.90
H  2.45  -0.56  3.95
Cl  4.24  1.79  3.85
H  3.90  2.56  1.25
H  2.72  1.69  -0.72
C  1.13  -2.08  -0.83
H  1.13  -2.18  -1.74
C  -0.52  -2.17  -0.37
O  -0.77  -1.81  0.63
N  -1.11  -2.81  -1.36
H  -0.82  -3.13  -2.18
C  -2.66  -2.96  -1.14
H  -3.16  -2.21  -1.63
H  -2.72  -3.17  0.02
C  -2.92  -4.42  -1.83
C  -4.63  -4.73  -1.40
H  -4.76  -5.49  -0.93
C  -4.78  -4.97  -2.92
H  -6.02  -4.57  -3.29
C  -3.71  -4.30  -3.55
H  -3.52  -4.65  -4.75
H  -3.97  -3.10  -3.95
O  -2.46  -4.49  -3.02
H  -5.01  -6.08  -3.37
H  -5.15  -3.74  -1.31
H  -2.64  -5.22  -1.19
H  1.77  -2.61  -0.27
H  -0.96  0.38  0.89
H  -1.76  2.04  2.34
H  -1.43  6.36  2.98

Properties
* molecular weight: 438.933 Da
* ΔE to the lowest compared entry with this formula, charge and spin: 2096.0 kJ/mol
* orbital gap: 6.20 eV
* maximum force: 15.96 eV/A

This record from the Open Molecules 2025 dataset describes a structure of composition C31H49BaBrN2OP2 at a distorted geometry. The level of theory is wB97M-V/def2-TZVPD.

Atoms and positions in Å:
C  2.96  -2.84  -2.05
C  3.68  -1.62  -2.21
C  3.67  -1.04  -3.48
C  2.85  -1.57  -4.48
N  2.17  -2.72  -4.34
C  2.18  -3.30  -3.12
C  4.31  -0.89  -1.12
C  4.46  -0.21  -0.10
C  4.13  0.34  1.21
C  2.87  0.97  1.36
C  2.21  1.10  2.61
C  2.83  0.45  3.67
C  4.20  0.14  3.65
C  4.87  0.10  2.40
Ba  0.91  -1.12  1.65
P  -1.10  -0.72  -1.98
H  4.26  -0.16  -3.72
H  3.01  -3.44  -1.16
H  2.69  -1.00  -5.41
H  1.50  -4.16  -2.99
H  5.93  -0.19  2.34
H  2.29  1.27  0.46
H  4.71  -0.10  4.57
H  1.12  1.34  2.62
C  -2.84  -0.09  -2.27
C  -3.47  0.02  -3.66
H  -2.86  0.92  -1.82
H  -3.49  -0.73  -1.66
H  -4.49  0.42  -3.57
H  -2.96  0.72  -4.34
H  -3.57  -0.94  -4.18
C  -0.16  -0.12  -3.49
C  -0.29  -0.81  -4.85
H  0.89  -0.17  -3.15
H  -0.42  0.95  -3.59
H  0.23  -0.19  -5.59
H  0.22  -1.79  -4.90
H  -1.32  -0.94  -5.22
C  -1.21  -2.57  -2.12
C  -2.21  -3.28  -3.02
H  -1.38  -2.90  -1.08
H  -0.19  -2.89  -2.36
H  -2.13  -4.35  -2.82
H  -3.25  -3.00  -2.80
H  -2.01  -3.13  -4.09
Br  1.50  -0.37  5.02
P  0.19  3.03  -0.37
C  -0.48  3.64  -1.95
C  -1.00  5.06  -2.08
H  -1.27  2.93  -2.21
H  0.34  3.47  -2.66
H  -1.35  5.19  -3.12
H  -1.85  5.26  -1.42
H  -0.23  5.81  -1.89
C  -0.53  4.06  0.98
C  0.09  5.42  1.29
H  -0.51  3.46  1.91
H  -1.59  4.21  0.73
H  -0.47  5.91  2.10
H  1.13  5.36  1.64
H  0.10  6.10  0.44
C  1.97  3.47  -0.42
C  2.56  4.67  -1.14
H  2.45  2.60  -0.88
H  2.27  3.48  0.63
H  3.64  4.63  -0.98
H  2.39  4.63  -2.22
H  2.19  5.61  -0.74
O  -1.08  -1.03  2.86
C  -1.91  -1.53  3.68
C  -2.98  -2.44  3.15
C  -2.67  -3.90  3.44
C  -2.89  -4.27  4.89
C  -2.17  -3.40  5.95
C  -2.56  -1.93  5.99
N  -1.84  -1.19  4.97
H  -3.94  -2.11  3.61
H  -3.02  -2.31  2.05
H  -3.29  -4.54  2.81
H  -1.64  -4.17  3.15
H  -3.96  -4.28  5.14
H  -2.58  -5.32  5.06
H  -2.41  -3.79  6.95
H  -1.08  -3.51  5.87
H  -3.65  -1.86  5.80
H  -2.38  -1.44  6.97
H  -1.26  -0.38  5.20

Properties
* molecular weight: 744.926 Da
* ΔE to the lowest compared entry with this formula, charge and spin: 0.0 kJ/mol
* orbital gap: 6.43 eV
* maximum force: 2.45 eV/A
* total charge: +2

This record from the Open Molecules 2025 dataset describes an isolated molecule of C2H8N2O2S at a distorted geometry. The level of theory is wB97M-V/def2-TZVPD.

Atoms and positions in Å:
C  -1.93  -0.13  0.39
C  1.67  -0.09  -1.60
N  0.00  -0.73  1.74
N  -0.55  -0.11  0.65
O  -0.40  1.87  -0.92
O  1.71  0.50  -0.33
S  0.33  1.33  0.19
H  -2.04  0.79  -0.17
H  -2.20  -1.19  0.01
H  -2.47  0.14  1.38
H  1.26  -1.08  -1.53
H  2.66  -0.36  -1.79
H  1.07  0.62  -2.16
H  0.74  -1.36  1.57
H  0.14  -0.20  2.57

Properties
* molecular weight: 124.165 Da
* ΔE to the lowest compared entry with this formula, charge and spin: 187.7 kJ/mol
* orbital gap: 9.84 eV
* maximum force: 3.10 eV/A

This record from the Open Molecules 2025 dataset describes an isolated molecule of C4H8OS at a distorted geometry. The level of theory is wB97M-V/def2-TZVPD.

Atoms and positions in Å:
O  -3.59  0.18  -0.10
C  -2.37  -0.54  0.10
C  -1.07  0.13  -0.24
C  0.05  0.16  0.54
C  1.32  0.86  0.12
S  2.75  -0.42  -0.15
H  -3.69  0.24  -1.09
H  -2.33  -0.60  1.18
H  -2.28  -1.67  -0.24
H  -0.79  0.52  -1.14
H  -0.01  -0.35  1.54
H  0.92  1.35  -0.75
H  1.64  1.59  0.88
H  3.71  0.51  -0.30

Properties
* molecular weight: 104.174 Da
* ΔE to the lowest compared entry with this formula, charge and spin: 189.4 kJ/mol
* orbital gap: 10.06 eV
* maximum force: 3.48 eV/A
* SMILES: OC/C=C/CS

This record from the Open Molecules 2025 dataset describes an isolated molecule of C4H8O2S at a distorted geometry. The level of theory is wB97M-V/def2-TZVPD.

Atoms and positions in Å:
C  2.42  -0.59  0.02
C  1.07  0.10  -0.08
O  0.07  -0.92  -0.03
C  -1.23  -0.63  -0.04
S  -2.32  -1.84  -0.01
C  -1.61  0.84  0.05
O  -2.97  1.07  -0.06
H  2.53  -1.13  0.95
H  2.60  -1.33  -0.79
H  3.24  0.14  0.02
H  0.92  0.82  0.78
H  1.06  0.62  -1.07
H  -1.25  1.22  0.98
H  -1.13  1.43  -0.78
H  -3.41  0.21  0.06

Properties
* molecular weight: 120.173 Da
* ΔE to the lowest compared entry with this formula, charge and spin: 130.2 kJ/mol
* orbital gap: 9.59 eV
* maximum force: 1.72 eV/A
* SMILES: CCOC(=S)CO